Entry from the Open Molecules 2025 dataset: C46H43BrFN5O4Re as an isolated structure at a distorted geometry (ωB97M-V/def2-TZVPD).

Calculated values
HOMO energy (spin up / spin down)	-0.28593 / -0.28591	Eh
gap between HOMO and LUMO (spin up / spin down)	6.61 / 6.23	eV
expectation value of S²	3.792
M	1014.990	g/mol
relative energy (zero: lowest compared OMol25 entry of this formula, charge and spin)	45.7	kJ/mol
2S+1	4
E_tot	-5105.5739	hartree

Atoms and positions in Å:
Re -0.521 0.086 -0.013
O -6.935 -2.428 -1.109
C -6.587 -2.124 0.037
O -7.068 -2.374 1.146
C -5.281 -1.296 0.091
C -4.660 -0.871 -1.073
C -3.485 -0.155 -0.981
N -2.894 0.143 0.193
C -3.571 -0.145 1.318
C -4.739 -0.888 1.296
C -3.085 0.507 2.558
C -3.727 0.318 3.780
C -3.273 1.012 4.885
C -2.201 1.877 4.741
C -1.625 1.995 3.488
N -2.050 1.333 2.418
C -2.815 0.436 -2.153
C -3.418 0.492 -3.404
C -2.753 1.118 -4.440
C -1.518 1.695 -4.189
C -0.982 1.589 -2.921
N -1.605 0.961 -1.921
H -5.129 -1.138 -2.010
H -5.291 -1.154 2.185
H -4.568 -0.352 3.863
H -3.752 0.878 5.845
H -1.811 2.441 5.574
H -0.776 2.645 3.338
H -4.394 0.059 -3.552
H -3.197 1.162 -5.425
H -0.969 2.214 -4.960
H -0.019 2.012 -2.691
C 1.356 4.254 2.201
C 1.214 3.209 1.089
C 1.200 3.897 -0.277
C 2.315 2.173 1.158
C 3.635 2.613 1.068
C 4.692 1.727 1.098
C 4.442 0.368 1.198
C 3.146 -0.120 1.293
C 2.937 -1.621 1.333
C 3.337 -2.252 -0.001
C 3.696 -2.276 2.489
C 2.088 0.802 1.291
N 0.738 0.305 1.476
C 0.549 -0.168 2.802
C 1.314 0.250 3.892
C 1.061 -0.253 5.159
C 0.056 -1.185 5.372
C -0.716 -1.621 4.303
C -0.447 -1.097 3.062
F -1.186 -1.488 1.995
H 0.441 4.838 2.299
H 2.165 4.950 1.980
H 1.576 3.793 3.164
H 0.248 2.706 1.218
H 2.100 4.498 -0.413
H 0.338 4.559 -0.364
H 1.165 3.165 -1.081
H 3.830 3.673 0.974
H 5.708 2.089 1.028
H 5.270 -0.328 1.190
H 1.876 -1.826 1.479
H 4.399 -2.099 -0.201
H 2.765 -1.824 -0.824
H 3.153 -3.326 0.024
H 4.774 -2.176 2.363
H 3.468 -3.341 2.528
H 3.426 -1.836 3.448
H 2.099 0.977 3.744
H 1.662 0.091 5.990
H -0.130 -1.575 6.361
H -1.510 -2.343 4.411
C 3.309 -0.843 -3.612
C 3.071 0.527 -2.965
C 4.348 1.012 -2.271
C 2.652 1.535 -4.043
C 1.987 0.414 -1.979
C 1.061 0.334 -1.197
H 4.100 -0.761 -4.358
H 2.406 -1.204 -4.101
H 3.613 -1.577 -2.868
H 5.134 1.161 -3.012
H 4.692 0.281 -1.539
H 4.174 1.953 -1.750
H 3.436 1.614 -4.796
H 2.492 2.523 -3.612
H 1.736 1.214 -4.538
Br -1.529 -2.274 -6.370
C -2.004 -3.082 -4.726
C -2.759 -4.246 -4.714
N -3.135 -4.842 -3.591
C -2.783 -4.284 -2.440
C -2.014 -3.128 -2.359
C -1.606 -2.512 -3.535
C -1.699 -2.533 -1.022
O -2.157 -2.941 0.011
O -0.883 -1.487 -1.159
H -3.068 -4.708 -5.643
H -3.126 -4.762 -1.532
H -1.000 -1.618 -3.508

Entry from the Open Molecules 2025 dataset: C46H43N5O8P2SY as an isolated structure at a distorted geometry (ωB97M-V/def2-TZVPD).

Calculated values
HOMO energy	-0.18040	Eh
gap between HOMO and LUMO	7.10	eV
M	976.798	g/mol
total charge	-1
relative energy (zero: lowest compared OMol25 entry of this formula, charge and spin)	122.3	kJ/mol
E_tot	-3773.7710	hartree

Atoms and positions in Å:
Y 0.017 0.188 -0.100
C 2.727 3.579 0.657
C 1.306 3.785 0.277
N 0.397 2.852 0.061
C -0.758 3.504 -0.303
C -0.549 4.857 -0.273
N 0.768 5.004 0.071
C -1.356 6.078 -0.514
O -2.628 5.906 -0.733
O -0.809 7.166 -0.459
C -2.012 2.761 -0.657
O -3.018 3.451 -0.968
O -1.972 1.513 -0.648
H 2.906 2.523 0.846
H 2.960 4.117 1.580
H 3.387 3.937 -0.134
H 1.205 5.908 0.151
H -2.877 4.888 -0.613
N -0.816 -2.893 0.200
P 0.888 -2.918 0.076
C 1.213 -4.732 -0.074
C 0.540 -5.646 0.740
C 0.810 -7.000 0.670
C 1.768 -7.470 -0.223
C 2.426 -6.577 -1.050
C 2.145 -5.214 -0.980
C 1.532 -2.715 1.755
C 2.859 -2.297 1.787
C 3.529 -2.201 2.996
C 2.873 -2.515 4.175
C 1.548 -2.932 4.149
C 0.878 -3.038 2.940
P -2.003 -1.984 -0.713
C -3.433 -3.105 -0.406
C -4.109 -3.759 -1.434
C -5.210 -4.560 -1.157
C -5.649 -4.718 0.149
C -4.989 -4.064 1.179
C -3.897 -3.256 0.902
C -1.659 -2.264 -2.459
C -1.020 -3.383 -2.979
C -0.823 -3.489 -4.348
C -1.288 -2.489 -5.190
C -1.928 -1.371 -4.669
C -2.095 -1.242 -3.299
H -1.166 -2.926 1.154
H -0.215 -5.291 1.432
H 0.276 -7.691 1.311
H 1.987 -8.529 -0.281
H 3.153 -6.934 -1.769
H 2.629 -4.552 -1.698
H 3.337 -1.998 0.862
H 4.549 -1.838 3.023
H 3.389 -2.420 5.122
H 1.038 -3.172 5.074
H -0.157 -3.362 2.932
H -3.769 -3.645 -2.455
H -5.724 -5.062 -1.967
H -6.507 -5.343 0.363
H -5.333 -4.171 2.201
H -3.413 -2.724 1.714
H -0.670 -4.166 -2.313
H -0.306 -4.348 -4.758
H -1.136 -2.571 -6.259
H -2.257 -0.578 -5.327
H -2.509 -0.338 -2.870
C -1.072 -0.644 4.368
C -0.671 0.021 3.078
N -1.458 0.148 2.079
O -2.700 -0.470 2.255
C 0.680 0.633 3.053
C 1.068 1.434 4.263
N 1.506 0.425 2.070
O 2.709 0.886 2.183
H -1.658 -1.541 4.171
H -1.712 0.026 4.950
H -0.192 -0.891 4.954
H -3.139 -0.250 1.420
H 0.196 1.754 4.832
H 1.627 2.308 3.925
H 1.745 0.883 4.925
O 0.163 -0.056 -1.925
O 2.631 1.697 -1.976
S 3.100 0.453 -1.316
C 4.875 0.605 -1.112
C 5.619 1.281 -2.068
C 6.986 1.410 -1.888
C 7.593 0.875 -0.756
C 6.834 0.228 0.207
C 5.461 0.100 0.036
C 3.091 -0.818 -2.592
C 2.458 -0.476 -3.775
C 2.408 -1.416 -4.794
C 2.952 -2.676 -4.603
C 3.536 -3.020 -3.390
C 3.620 -2.079 -2.373
H 5.109 1.701 -2.926
H 7.582 1.930 -2.627
H 8.662 0.982 -0.619
H 7.306 -0.156 1.103
H 4.835 -0.336 0.806
H 1.985 0.493 -3.840
H 1.909 -1.176 -5.725
H 2.880 -3.420 -5.388
H 3.893 -4.030 -3.246
H 4.074 -2.326 -1.419